{"formula": "C13H16N", "method": "the ωB97M-V functional and the def2-TZVPD basis", "symbols": ["C", "C", "C", "C", "C", "C", "C", "C", "C", "C", "C", "C", "C", "N", "H", "H", "H", "H", "H", "H", "H", "H", "H", "H", "H", "H", "H", "H", "H", "H"], "coordinates": [[-3.1876, 0.5714, -0.2299], [-3.1660, -0.7538, -0.2153], [-2.0356, 1.4115, -0.0460], [-1.8995, -1.4974, -0.1561], [-0.8009, 0.7197, 0.0790], [-0.7695, -0.6660, 0.0523], [1.2554, 1.2839, -1.2541], [1.3262, -1.2701, -1.2716], [2.0401, 0.0375, -0.9224], [0.5489, 1.3339, 0.1651], [0.6347, -1.2986, 0.1372], [0.6542, 2.4825, 1.1227], [0.8305, -2.3688, 1.1588], [1.4725, -0.0680, 0.5141], [-4.1225, 0.9976, -0.2522], [-4.0581, -1.2911, -0.4203], [-2.1357, 2.4556, 0.0385], [-1.7649, -2.5369, -0.3235], [1.8935, 2.1255, -1.2669], [0.7844, 1.1286, -2.2064], [0.5353, -1.2147, -1.9990], [2.0872, -2.1337, -1.6155], [3.1871, -0.0707, -0.9878], [0.0813, 3.3462, 0.8075], [1.5766, 2.9046, 1.3133], [0.2780, 2.2750, 2.1318], [1.8496, -2.7399, 1.0464], [0.1793, -3.1382, 1.0059], [0.7792, -1.9684, 2.1983], [1.9462, -0.0571, 1.3963]], "atomic_forces_ev_per_a": [[2.5, 2.8, 1.1], [3.0, -4.2, -0.8], [0.4, -3.5, 0.0], [-0.7, 4.2, 0.4], [-1.8, 0.8, 0.2], [-0.7, -2.8, -0.5], [1.3, 0.2, 1.2], [1.3, -2.5, -0.6], [1.7, -1.3, 1.0], [0.1, -2.4, -0.6], [-0.1, 2.2, 0.3], [-1.3, -0.2, 0.5], [2.4, 1.8, 0.7], [-1.4, 2.2, -1.1], [-1.9, 1.3, -0.3], [-0.7, -0.5, 0.1], [0.0, 1.1, -0.1], [-0.3, -0.8, 0.2], [0.8, 1.0, -0.6], [-1.1, 0.5, 0.0], [0.1, 0.2, -0.7], [-1.9, 1.8, 1.2], [-1.9, 0.7, 0.0], [-0.5, -0.1, -0.6], [2.5, 0.5, -0.1], [-0.3, -0.5, -0.4], [0.0, -0.3, 0.0], [-1.8, -2.2, -0.2], [-0.4, -0.2, -0.8], [0.7, -0.1, 0.4]], "lowdin_charge": [-0.071, -0.048, 0.061, 0.064, -0.137, -0.118, -0.009, -0.030, -0.168, -0.210, -0.342, 0.009, 0.016, 0.130, 0.090, 0.105, 0.101, 0.107, 0.109, 0.134, 0.112, 0.175, 0.185, 0.104, 0.063, 0.114, 0.101, 0.057, 0.121, 0.174], "gap_ev": 10.0384, "lumo_energy_ev": -2.64, "e_tot_ev": -15222.220, "smiles": "C[C@]12C[C@@H]3C[C@](C)(c4ccccc41)[N@@H+]32", "de_lowest_kcal_mol": 25.29, "total_charge": 1}


{"formula": "C45H36CdN6O2P2SSe3Te2", "method": "the ωB97M-V functional and the def2-TZVPD basis", "symbols": ["Cd", "S", "N", "C", "C", "C", "C", "C", "N", "C", "C", "N", "C", "C", "C", "C", "C", "N", "H", "H", "H", "H", "H", "H", "Se", "Se", "Te", "Se", "N", "C", "C", "C", "O", "O", "H", "H", "H", "H", "H", "H", "Te", "C", "C", "C", "N", "C", "C", "C", "P", "C", "C", "C", "C", "C", "C", "C", "C", "C", "C", "C", "C", "P", "C", "C", "C", "C", "C", "C", "C", "C", "C", "C", "C", "C", "H", "H", "H", "H", "H", "H", "H", "H", "H", "H", "H", "H", "H", "H", "H", "H", "H", "H", "H", "H", "H", "H", "H", "H"], "coordinates": [[1.2457, -1.6311, -0.6435], [2.9852, -3.5352, 6.8270], [3.8287, -2.6707, 5.7376], [3.1616, -2.7342, 4.6011], [3.5247, -2.0809, 3.3719], [4.6579, -1.2732, 3.2671], [4.9029, -0.6209, 2.0847], [3.9950, -0.7897, 1.0397], [2.9377, -1.5720, 1.1167], [2.6842, -2.2307, 2.2516], [1.4668, -3.0474, 2.3285], [0.6827, -3.1356, 1.2424], [-0.4600, -3.7852, 1.3392], [-0.9069, -4.4034, 2.5049], [-0.1064, -4.3565, 3.6161], [1.1025, -3.6614, 3.5410], [1.9632, -3.5068, 4.6857], [1.7454, -4.0043, 5.8876], [5.3086, -1.1663, 4.1252], [5.7645, 0.0166, 1.9470], [4.1218, -0.2316, 0.1181], [-1.0815, -3.8094, 0.4584], [-1.8702, -4.8927, 2.5129], [-0.3908, -4.8147, 4.5540], [3.1889, -1.1979, -2.3066], [4.8476, -2.6050, -1.5245], [3.9221, -4.9195, -1.7787], [2.8549, -5.6192, 0.3350], [0.5451, -3.2907, -2.3774], [-0.6285, -4.1422, -2.1656], [-1.9285, -3.3517, -2.0427], [-2.0504, -2.2664, -0.9479], [-3.1181, -2.2141, -0.3396], [-1.0507, -1.4699, -0.7935], [0.3999, -2.6979, -3.1891], [1.3552, -3.8758, -2.5739], [-0.4387, -4.7379, -1.2706], [-0.7645, -4.8551, -2.9919], [-2.1160, -2.8257, -2.9830], [-2.7564, -4.0441, -1.8838], [1.2195, 3.0152, -0.4114], [-0.1110, 4.6338, -0.7340], [-1.4673, 4.5010, -0.4514], [-2.3272, 5.5492, -0.7233], [-1.9432, 6.7127, -1.2548], [-0.6438, 6.8379, -1.5139], [0.2983, 5.8535, -1.2685], [-0.3501, 1.5071, -0.5357], [-0.0404, 0.3227, 0.8366], [0.4896, 1.4805, 2.2017], [-0.3430, 2.5094, 2.6440], [0.0996, 3.4248, 3.5826], [1.3783, 3.3182, 4.1176], [2.2009, 2.2779, 3.7170], [1.7534, 1.3656, 2.7709], [-1.6412, -0.0292, 1.6738], [-1.6011, -0.8434, 2.8029], [-2.7568, -1.1244, 3.5141], [-3.9712, -0.5962, 3.0979], [-4.0191, 0.2074, 1.9689], [-2.8586, 0.4915, 1.2663], [0.0076, 0.5697, -2.0873], [0.4412, 1.9168, -3.3081], [-0.4793, 2.9149, -3.6301], [-0.1550, 3.9132, -4.5345], [1.0898, 3.9163, -5.1497], [2.0066, 2.9174, -4.8538], [1.6808, 1.9241, -3.9411], [-1.5478, 0.2190, -3.0170], [-2.8412, 0.5027, -2.6052], [-3.9271, 0.1393, -3.3908], [-3.7339, -0.4927, -4.6105], [-2.4426, -0.7751, -5.0384], [-1.3639, -0.4273, -4.2416], [-1.8289, 3.5623, -0.0497], [-3.3880, 5.4572, -0.5074], [-0.3449, 7.7857, -1.9547], [1.3401, 6.0218, -1.5153], [-1.3407, 2.5994, 2.2323], [-0.5484, 4.2342, 3.8992], [1.7273, 4.0415, 4.8454], [3.1972, 2.1775, 4.1332], [2.4044, 0.5618, 2.4514], [-0.6500, -1.2534, 3.1319], [-2.7120, -1.7517, 4.3979], [-4.8758, -0.8117, 3.6554], [-4.9680, 0.6087, 1.6318], [-2.8907, 1.1270, 0.3920], [-1.4509, 2.9141, -3.1517], [-0.8711, 4.6947, -4.7630], [1.3407, 4.6911, -5.8658], [2.9785, 2.9126, -5.3340], [2.4050, 1.1521, -3.7059], [-3.0018, 1.0057, -1.6623], [-4.9344, 0.3492, -3.0499], [-4.5838, -0.7658, -5.2253], [-2.2783, -1.2721, -5.9880], [-0.3512, -0.6451, -4.5714]], "atomic_forces_ev_per_a": [[-0.1, -0.5, -0.2], [0.0, 0.1, -0.3], [0.0, -0.1, 0.1], [-0.1, -0.2, 0.3], [0.0, 0.1, -0.4], [0.0, 0.0, 0.0], [-0.1, -0.1, 0.0], [0.2, 0.2, 0.0], [-0.2, -0.2, 0.4], [0.5, 0.3, 0.2], [-0.5, -0.3, 0.3], [0.2, 0.3, 0.3], [-0.1, 0.0, -0.1], [0.1, -0.1, 0.0], [0.1, 0.1, 0.0], [-0.2, 0.1, -0.4], [0.2, 0.1, 0.2], [0.1, -0.1, 0.1], [0.0, 0.0, 0.0], [0.0, 0.0, 0.0], [-0.1, -0.2, -0.1], [0.0, 0.0, 0.0], [0.0, 0.0, 0.0], [0.0, 0.0, 0.0], [0.0, 0.5, -0.4], [0.6, -0.2, 0.0], [0.1, -0.4, -0.2], [-0.1, 0.0, 0.2], [-0.1, -0.3, 0.1], [-0.1, 0.1, 0.0], [0.1, 0.2, 0.2], [0.1, 0.0, -0.2], [0.0, 0.1, 0.1], [-0.8, -0.6, 0.1], [0.1, 0.1, 0.0], [0.1, 0.1, 0.1], [0.0, 0.0, 0.0], [0.0, 0.0, 0.1], [0.0, 0.0, -0.1], [0.0, 0.0, -0.1], [-0.8, -0.1, -0.3], [0.0, 0.0, 0.0], [0.1, -0.1, 0.0], [0.0, 0.1, 0.0], [-0.1, 0.0, 0.0], [0.0, 0.1, 0.0], [0.1, -0.1, 0.1], [0.9, 0.0, 0.0], [-0.3, 1.0, 0.5], [0.2, -0.2, 0.0], [0.0, 0.0, 0.1], [0.0, 0.0, 0.0], [0.1, 0.0, 0.0], [0.0, 0.0, 0.1], [-0.1, -0.1, 0.0], [0.0, -0.2, -0.1], [0.0, 0.0, 0.0], [0.0, 0.0, 0.1], [-0.1, 0.0, 0.0], [0.0, 0.0, 0.1], [0.0, 0.0, 0.0], [-0.1, 1.0, -0.6], [0.1, -0.1, 0.1], [0.1, 0.0, 0.0], [-0.1, 0.0, 0.0], [0.1, 0.0, -0.1], [0.0, 0.1, -0.1], [0.0, -0.1, 0.0], [0.0, -0.3, 0.1], [0.0, 0.0, 0.0], [-0.1, 0.0, -0.1], [-0.1, 0.0, 0.0], [0.0, 0.0, 0.0], [0.0, 0.0, 0.0], [-0.1, -0.1, 0.0], [0.0, 0.0, 0.0], [0.1, 0.0, 0.0], [0.0, 0.0, -0.1], [0.0, 0.0, 0.0], [0.0, 0.0, 0.0], [0.0, 0.0, 0.0], [0.0, 0.0, 0.0], [0.0, 0.0, 0.0], [0.0, 0.0, 0.0], [0.0, 0.0, 0.0], [0.0, 0.0, 0.0], [0.0, 0.0, 0.0], [0.1, 0.0, -0.1], [0.0, 0.0, 0.0], [0.0, 0.0, 0.0], [0.0, 0.0, 0.0], [0.0, 0.0, 0.0], [0.0, 0.0, 0.0], [0.1, 0.0, 0.1], [0.0, 0.0, 0.0], [0.0, 0.0, 0.0], [0.0, 0.0, 0.0], [0.0, 0.0, 0.0]], "lowdin_charge": [1.125, 0.950, -0.225, -0.300, -0.087, 0.001, -0.039, -0.243, 0.020, -0.163, -0.209, 0.066, -0.119, -0.021, 0.001, -0.098, -0.298, -0.226, 0.113, 0.108, 0.038, 0.088, 0.113, 0.113, -0.178, -0.290, 0.052, -0.456, -0.064, -0.269, -0.107, -0.681, 0.011, -0.320, 0.048, -0.038, 0.087, 0.105, 0.100, 0.108, 1.264, -0.534, -0.138, -0.171, 0.024, -0.193, -0.146, -0.858, 0.832, -0.451, -0.125, -0.092, -0.110, -0.098, -0.130, -0.371, -0.103, -0.097, -0.110, -0.090, -0.104, 0.801, -0.441, -0.112, -0.095, -0.115, -0.100, -0.134, -0.379, -0.085, -0.086, -0.116, -0.110, -0.122, 0.062, 0.093, 0.089, 0.087, 0.099, 0.096, 0.089, 0.094, 0.065, 0.093, 0.092, 0.087, 0.095, 0.074, 0.104, 0.097, 0.087, 0.093, 0.025, 0.085, 0.096, 0.087, 0.093, 0.103], "gap_ev": 4.6197, "lumo_energy_ev": 3.15, "e_tot_ev": -304892.366, "total_charge": -2}


{"formula": "C4H7N3", "method": "the ωB97M-V functional and the def2-TZVPD basis", "symbols": ["C", "C", "N", "C", "N", "C", "N", "H", "H", "H", "H", "H", "H", "H"], "coordinates": [[0.3693, -1.0607, -0.4984], [1.0009, 0.2133, -1.0486], [0.8654, 1.1289, 0.0763], [-0.2789, 0.8902, 0.8112], [-0.8150, 1.7174, 1.6163], [-0.6920, -0.5020, 0.4148], [-1.7755, -1.0615, 0.7487], [-1.7500, -1.9631, 0.2683], [1.0842, -1.6396, 0.0974], [-0.0349, -1.7198, -1.2734], [0.4297, 0.5451, -1.9291], [2.0447, 0.0818, -1.3355], [1.1847, 2.0818, 0.0026], [-1.6326, 1.2883, 2.0495]], "atomic_forces_ev_per_a": [[0.1, 0.0, -0.1], [0.2, 0.0, -0.2], [0.0, 0.2, 0.0], [0.0, 0.2, 0.1], [0.1, -0.4, -0.3], [-0.3, -0.3, 0.1], [0.3, 0.1, -0.1], [-0.5, -0.2, 0.3], [0.0, 0.2, -0.1], [0.0, 0.2, 0.1], [0.2, 0.0, 0.1], [-0.1, 0.1, 0.0], [0.0, 0.0, 0.0], [0.1, 0.0, -0.1]], "lowdin_charge": [-0.122, -0.191, 0.035, -0.413, 0.132, -0.322, 0.165, 0.057, 0.128, 0.119, 0.119, 0.114, 0.136, 0.042], "gap_ev": 9.8292, "lumo_energy_ev": 0.67, "e_tot_ev": -8731.436, "smiles": "[H]/N=C1\\CCN\\C1=N\\[H]", "de_lowest_kcal_mol": 5.61, "total_charge": 0}


{"formula": "C3H6N4O", "method": "the ωB97M-V functional and the def2-TZVPD basis", "symbols": ["C", "C", "C", "N", "N", "N", "N", "O", "H", "H", "H", "H", "H", "H"], "coordinates": [[0.6542, -1.4701, -0.0731], [-1.1742, 1.2244, -0.0150], [-1.8728, -0.4828, 1.6588], [0.9947, -0.5734, -0.8160], [-1.4192, 0.2460, 0.5323], [1.2291, 0.5660, -1.1752], [2.4361, 0.8176, -1.7420], [-1.0027, 2.1296, -0.7117], [0.2592, -2.4233, -0.2422], [-1.0126, -0.7142, 2.2476], [-2.6889, -0.0101, 2.2628], [-2.3816, -1.3937, 1.4148], [2.7452, 1.8357, -1.9014], [3.2335, 0.2482, -1.4395]], "atomic_forces_ev_per_a": [[1.4, 1.3, 0.6], [-0.1, 2.4, -1.6], [-1.0, 0.5, 0.7], [0.3, -0.9, 0.5], [-1.5, -3.8, 2.4], [-0.8, 0.9, -0.1], [2.7, 1.2, -1.1], [0.3, 2.1, -0.8], [-0.7, -1.0, -0.9], [0.3, -0.2, 0.8], [1.0, 0.4, -0.4], [0.2, -0.8, -0.8], [-1.6, -2.3, 0.8], [-0.5, 0.1, 0.1]], "lowdin_charge": [0.061, -0.416, -0.099, -0.108, 0.071, -0.076, -0.005, 0.126, 0.016, 0.066, 0.098, 0.067, 0.124, 0.077], "gap_ev": 8.3287, "lumo_energy_ev": 0.77, "e_tot_ev": -11211.043, "de_lowest_kcal_mol": 132.22, "total_charge": 0}


{"formula": "C5H15NO", "method": "the ωB97M-V functional and the def2-TZVPD basis", "symbols": ["C", "C", "N", "C", "C", "C", "H", "H", "H", "H", "H", "H", "H", "H", "H", "H", "H", "H", "H", "H", "H", "O"], "coordinates": [[0.5836, 2.9662, -0.0754], [-0.4178, 1.8322, -0.1103], [0.1232, 0.5042, 0.0912], [-1.4917, -0.9282, -1.1420], [0.0110, -0.6007, -0.8689], [0.8057, -1.7897, -0.3350], [0.1332, 3.9486, -0.2245], [1.4354, 2.8999, -0.7595], [1.0898, 2.9946, 0.8973], [-1.1939, 2.0188, 0.6398], [-0.9838, 1.8972, -1.0512], [0.1253, 0.3008, 1.0768], [-1.4653, -1.7408, -1.8764], [-2.0002, -1.2889, -0.2518], [-1.9356, -0.0129, -1.5125], [0.3749, -0.2225, -1.8193], [1.1786, -2.2784, -1.2510], [1.6001, -1.7409, 0.3934], [0.0541, -2.5568, -0.1066], [0.2190, -1.9890, 2.0941], [1.3099, -2.2639, 3.1679], [0.4445, -1.9498, 3.0240]], "atomic_forces_ev_per_a": [[1.1, 0.3, 0.6], [-0.8, -0.1, -0.8], [0.8, 0.6, 0.1], [1.7, -0.7, -0.1], [-1.1, 1.6, 1.8], [-1.3, -1.6, -2.4], [-0.2, -0.1, 0.0], [-0.4, -0.4, -0.4], [-0.3, 0.0, 0.1], [0.1, 0.2, 0.1], [0.2, -0.2, 0.0], [0.0, -0.7, -0.1], [-0.6, 0.2, -0.2], [0.0, 0.1, 0.2], [-0.4, -0.2, -0.2], [0.5, -0.1, -0.1], [0.6, 0.1, 0.4], [0.0, 0.7, 0.1], [0.2, 0.0, 0.9], [0.3, -0.2, -0.2], [1.5, -0.6, -0.1], [-1.9, 0.8, 0.3]], "lowdin_charge": [-0.112, -0.305, -0.066, -0.061, -0.433, -0.071, 0.066, 0.068, 0.067, 0.110, 0.104, 0.101, 0.076, 0.075, 0.058, 0.126, 0.082, 0.071, 0.072, -0.008, 0.012, -0.033], "gap_ev": 9.0987, "lumo_energy_ev": 0.91, "e_tot_ev": -8965.040, "smiles": "CCNC(C)C.O", "de_lowest_kcal_mol": 30.41, "total_charge": 0}


{"formula": "C6H6O", "method": "the ωB97M-V functional and the def2-TZVPD basis", "symbols": ["O", "C", "C", "C", "C", "C", "C", "H", "H", "H", "H", "H", "H"], "coordinates": [[-0.3966, -0.7116, 1.6881], [0.2176, 0.2597, 1.3018], [1.0212, -0.0664, -1.2057], [0.2708, -1.1416, -1.1539], [-0.5190, -2.0941, -0.7518], [-0.4405, 1.4988, 0.9129], [-0.9841, 2.5557, 0.7202], [-0.8115, -1.9186, 0.2879], [1.3149, 0.3041, 1.3562], [2.0761, -0.1024, -0.9412], [0.6173, 0.8959, -1.5102], [-0.8889, -2.9697, -1.2745], [-1.4772, 3.4902, 0.5700]], "atomic_forces_ev_per_a": [[0.2, 0.5, 0.2], [-0.2, -0.1, 0.6], [0.1, -0.1, -0.4], [-0.1, -0.1, 0.2], [0.2, 0.3, 0.0], [-0.3, 0.5, 0.0], [0.2, -0.4, 0.1], [-0.2, -0.4, -0.2], [-0.1, 0.0, 0.0], [-0.1, -0.1, -0.2], [0.1, -0.2, -0.1], [0.2, 0.3, -0.1], [0.1, -0.1, 0.0]], "lowdin_charge": [0.017, -0.323, -0.042, -0.168, 0.027, -0.074, 0.147, 0.050, 0.123, 0.074, 0.068, 0.065, 0.037], "gap_ev": 10.1477, "lumo_energy_ev": 0.23, "e_tot_ev": -8361.828, "smiles": "C#CC=O.C=C=C", "de_lowest_kcal_mol": 107.87, "total_charge": 0}